Record 1
Formula: C4H11NO2
Source: the Open Molecules 2025 dataset
Level of theory: ωB97M-V with the def2-TZVPD basis set

Calculated values
LUMO energy = 0.6 eV
Kohn-Sham gap = 10.08 eV
relative energy (zero: lowest compared OMol25 entry of this formula, charge and spin) = 40.7 kcal/mol
total energy = -364.2033 Ha
structure (SMILES) = CC(=O)O.CCN

The geometry in ORCA input format:
```
! wB97M-V def2-TZVPD RIJCOSX def2/J DEFGRID3
* xyz 0 1
C 0.985 0.402 2.021
C 0.179 1.376 1.174
O 0.657 2.455 0.883
O -1.083 1.067 0.984
H 1.833 0.074 1.477
H 0.704 -0.589 2.296
H 1.193 1.009 2.916
H -1.772 1.846 0.677
C -0.449 -2.560 -0.833
C -0.311 -1.796 -2.152
N 0.125 -0.373 -1.777
H -1.292 -2.114 -0.262
H 0.443 -2.548 -0.283
H -0.769 -3.640 -0.906
H 0.536 -2.216 -2.747
H -1.234 -1.843 -2.715
H 1.019 -0.240 -2.287
H -0.690 0.117 -2.035
*
```

Record 2
Formula: C3H10NS2
Source: the Open Molecules 2025 dataset
Level of theory: ωB97M-V with the def2-TZVPD basis set

Calculated values
LUMO energy = -4.7 eV
Kohn-Sham gap = 6.64 eV
relative energy (zero: lowest compared OMol25 entry of this formula, charge and spin) = 30.6 kcal/mol
total energy = -971.1458 Ha

The geometry in ORCA input format:
```
! wB97M-V def2-TZVPD RIJCOSX def2/J DEFGRID3
* xyz 1 1
C 3.531 0.227 -0.281
C -4.406 0.984 0.068
C 2.963 -1.048 0.133
N 1.693 -1.289 0.169
S -3.812 -0.757 0.067
S -1.858 -0.689 0.091
H 4.301 0.065 -1.038
H 4.053 0.680 0.566
H 2.778 0.918 -0.652
H -5.446 0.978 0.386
H -4.331 1.356 -0.953
H -3.796 1.587 0.736
H 3.638 -1.842 0.435
H 0.996 -0.595 -0.097
H 1.318 -2.181 0.473
H -4.113 -0.956 1.403
*
```

Record 3
Formula: C34H31BaN7O4S2Se
Source: the Open Molecules 2025 dataset
Level of theory: ωB97M-V with the def2-TZVPD basis set

Calculated values
LUMO energy = 3.4 eV
Kohn-Sham gap = 4.61 eV
relative energy (zero: lowest compared OMol25 entry of this formula, charge and spin) = 68.1 kcal/mol
total energy = -5221.9689 Ha

The geometry in ORCA input format:
```
! wB97M-V def2-TZVPD RIJCOSX def2/J DEFGRID3
* xyz -2 1
Ba 0.050 0.640 -0.058
C -3.273 -1.838 -1.478
C -3.155 -0.471 -2.040
N -2.375 0.474 -1.576
C -2.505 1.575 -2.389
C -3.408 1.287 -3.380
N -3.843 -0.012 -3.114
C -3.991 2.013 -4.526
O -5.359 1.846 -4.610
O -3.424 2.622 -5.379
C -1.769 2.877 -2.083
O -2.010 3.827 -2.826
O -1.005 2.829 -1.073
H -2.351 -2.092 -0.957
H -3.408 -2.587 -2.259
H -4.106 -1.899 -0.773
H -4.372 -0.593 -3.742
H -5.682 1.539 -3.755
C -2.002 -1.670 3.956
C -2.524 -1.439 2.538
C -3.398 -0.218 2.431
C -4.780 -0.341 2.424
C -5.598 0.777 2.326
C -5.023 2.031 2.212
C -3.640 2.197 2.214
C -3.062 3.574 1.991
C -3.111 4.457 3.238
C -2.829 1.065 2.363
N -1.427 1.167 2.320
C -0.772 1.695 3.293
C 0.637 1.918 3.294
C 1.389 2.468 4.344
C 2.703 2.529 3.884
C 2.668 2.015 2.577
N 1.437 1.642 2.214
H -1.363 -2.553 3.983
H -2.828 -1.809 4.658
H -1.408 -0.820 4.295
H -3.085 -2.314 2.206
H -1.666 -1.360 1.864
H -5.215 -1.333 2.480
H -6.676 0.666 2.310
H -5.653 2.906 2.086
H -3.623 4.054 1.185
H -2.037 3.493 1.632
H -4.136 4.561 3.605
H -2.721 5.453 3.026
H -2.515 4.026 4.044
H -1.304 2.005 4.202
H 1.010 2.774 5.309
H 3.570 2.894 4.413
H 3.500 1.901 1.893
S 0.420 -3.785 1.091
C -1.186 -4.392 0.642
C -2.029 -4.697 1.708
C -3.287 -5.253 1.528
C -3.709 -5.503 0.226
C -2.876 -5.221 -0.840
C -1.576 -4.679 -0.695
S -0.602 -4.408 -2.097
H -1.678 -4.478 2.711
H -3.921 -5.474 2.379
H -4.690 -5.929 0.040
H -3.198 -5.439 -1.852
N 1.819 -1.726 0.360
C 0.617 -2.196 0.257
H 2.491 -2.339 0.843
Se 3.523 -0.288 -1.268
N 2.052 0.213 -2.117
C 2.384 0.564 -3.344
C 1.457 1.021 -4.333
C 1.923 1.314 -5.570
C 3.314 1.178 -5.901
C 4.226 0.761 -4.991
C 3.785 0.450 -3.665
N 4.561 0.049 -2.676
H 0.412 1.128 -4.072
H 1.237 1.662 -6.331
H 3.629 1.421 -6.909
H 5.276 0.657 -5.231
*
```